[1]
DFT (ωB97M-V/def2-TZVPD) results for a structure of composition C42H58N2O2PS2Tl.

Structure (XYZ):
```
108
Properties=species:S:1:pos:R:3:lowdin_charge:R:1
Tl -1.05 0.37 0.07 0.75
C 3.76 -3.61 -0.39 -0.03
C 2.35 -3.43 0.20 -0.36
C 2.33 -3.90 1.65 -0.06
C 1.99 -1.98 0.00 -0.19
C 1.95 -1.05 1.02 0.01
C 1.86 0.32 0.76 -0.23
C 1.99 1.26 1.93 -0.38
C 1.03 0.89 3.06 -0.07
C 3.44 1.29 2.42 -0.02
C 1.81 0.80 -0.58 -0.18
C 1.83 -0.14 -1.62 -0.16
C 1.84 -1.50 -1.30 -0.05
C 2.01 0.10 -3.11 -0.34
C 1.58 1.45 -3.64 -0.05
C 3.49 -0.15 -3.47 -0.03
C 2.09 2.25 -0.86 -0.20
C 3.45 2.50 -1.06 -0.03
C 3.92 3.73 -1.48 -0.03
C 3.02 4.74 -1.76 -0.04
C 1.68 4.54 -1.53 -0.09
C 1.19 3.33 -1.03 -0.29
P -0.59 3.34 -0.56 1.19
C -0.77 4.60 0.88 -0.65
C -0.27 6.01 0.58 -0.06
C 0.05 4.09 2.06 -0.09
C -2.24 4.62 1.29 -0.08
C -1.81 3.83 -1.99 -0.65
C -1.95 5.33 -2.23 -0.07
C -3.17 3.23 -1.61 -0.11
C -1.34 3.15 -3.27 -0.09
H 4.11 -4.62 -0.25 0.09
H 4.45 -2.92 0.09 0.10
H 3.76 -3.40 -1.46 0.08
H 1.66 -4.05 -0.38 0.12
H 3.09 -3.39 2.24 0.09
H 2.57 -4.96 1.67 0.09
H 1.35 -3.76 2.10 0.07
H 2.06 -1.38 2.04 0.11
H 1.74 2.26 1.57 0.09
H 1.33 -0.04 3.54 0.08
H 0.00 0.76 2.69 0.03
H 1.03 1.67 3.82 0.09
H 3.76 0.32 2.77 0.09
H 3.54 2.00 3.24 0.09
H 4.10 1.60 1.62 0.08
H 1.85 -2.21 -2.11 0.13
H 1.41 -0.67 -3.60 0.14
H 2.33 2.21 -3.48 0.08
H 0.66 1.75 -3.16 0.03
H 1.40 1.37 -4.71 0.10
H 4.12 0.62 -3.02 0.08
H 3.61 -0.09 -4.55 0.09
H 3.82 -1.12 -3.13 0.08
H 4.14 1.69 -0.89 0.13
H 4.98 3.87 -1.63 0.12
H 3.36 5.69 -2.16 0.12
H 0.99 5.34 -1.74 0.09
H 0.80 6.03 0.41 0.08
H -0.46 6.62 1.47 0.11
H -0.78 6.49 -0.25 0.07
H 1.11 4.12 1.84 0.09
H -0.25 3.08 2.34 0.06
H -0.12 4.73 2.92 0.11
H -2.85 5.17 0.58 0.07
H -2.35 5.12 2.25 0.10
H -2.63 3.61 1.39 0.08
H -2.41 5.84 -1.39 0.07
H -2.60 5.47 -3.09 0.11
H -1.00 5.80 -2.48 0.08
H -3.67 3.78 -0.83 0.08
H -3.07 2.19 -1.30 -0.01
H -3.81 3.25 -2.49 0.11
H -0.37 3.51 -3.59 0.08
H -2.05 3.39 -4.07 0.10
H -1.34 2.07 -3.16 0.08
C -3.40 -1.57 4.81 0.01
C -3.74 -1.92 3.41 -0.25
C -4.05 -3.19 2.98 0.05
C -4.45 -3.38 1.64 -0.29
N -4.44 -2.37 0.79 0.13
C -4.09 -1.17 1.18 -0.83
S -4.04 0.14 0.12 0.61
N -3.76 -0.93 2.49 0.11
C -4.89 -4.69 1.12 0.00
H -3.27 -2.47 5.40 0.10
H -4.20 -0.98 5.25 0.11
H -2.48 -0.98 4.85 0.09
H -4.03 -4.01 3.67 0.13
H -3.60 0.04 2.78 0.15
H -4.58 -5.51 1.75 0.09
H -4.53 -4.82 0.10 0.09
H -5.98 -4.70 1.06 0.11
O 0.03 -8.38 0.83 0.15
C -0.33 -7.98 -0.39 -0.48
O -0.52 -8.75 -1.28 0.17
C -0.52 -6.49 -0.59 -0.09
C -0.36 -5.99 -1.89 0.02
C -0.52 -4.65 -2.14 -0.07
C -0.92 -3.78 -1.11 -0.65
S -1.23 -2.12 -1.52 0.76
C -1.14 -4.29 0.17 -0.10
C -0.93 -5.63 0.43 -0.01
H 0.21 -7.67 1.45 0.11
H -0.09 -6.68 -2.68 0.14
H -0.38 -4.26 -3.14 0.11
H -1.47 -3.63 0.97 0.10
H -1.11 -6.01 1.42 0.12
```

Calculated values
- LUMO level (alpha / beta) (Eh) = -0.312 / -0.282
- F_max (Eh/bohr) = 0.0200
- net charge = +2
- ΔE to the lowest compared entry with this formula, charge and spin (kcal/mol) = 14.3
- frontier orbital gap (alpha / beta) (eV) = 4.814 / 5.577

[2]
DFT (ωB97M-V/def2-TZVPD) results for a structure of composition C42H58N7O4RuS2Si.

Structure (XYZ):
```
115
Properties=species:S:1:pos:R:3:lowdin_spin:R:1
Ru -0.15 0.17 -0.70 3.40
N -0.28 -0.20 -5.10 0.04
C 0.79 0.60 -5.53 0.01
C 1.66 0.21 -6.54 0.00
C 2.68 1.06 -6.94 0.00
C 2.86 2.29 -6.32 0.00
C 2.01 2.67 -5.29 0.00
C 0.96 1.84 -4.91 0.01
S -0.22 2.24 -3.67 0.04
N -0.41 0.72 -2.93 0.24
C -0.53 -0.33 -3.73 0.13
C -0.91 -1.58 -3.19 0.16
C -0.99 -2.78 -3.95 0.05
C -1.56 -3.90 -3.42 0.07
C -2.07 -3.85 -2.10 0.13
C -1.87 -2.70 -1.38 0.03
N -1.26 -1.60 -1.84 0.24
H -0.42 -1.04 -5.65 0.00
H 1.53 -0.76 -7.01 0.00
H 3.35 0.76 -7.74 0.00
H 3.66 2.95 -6.63 0.00
H 2.14 3.62 -4.79 0.00
H -0.60 -2.82 -4.95 0.00
H -1.63 -4.81 -4.00 0.00
H -2.59 -4.68 -1.65 0.01
H -2.24 -2.66 -0.36 0.00
C 0.40 0.15 4.35 0.00
C 0.67 -0.31 2.92 0.00
C -0.11 -1.61 2.56 0.00
C 2.17 -0.60 2.77 0.00
O 0.33 0.67 1.96 0.04
Si 0.40 2.31 1.81 0.03
S 0.12 2.58 -0.22 0.15
O -0.81 2.81 2.79 0.00
C -1.31 4.10 3.14 0.00
C -2.79 3.90 3.48 0.00
C -0.54 4.60 4.35 0.00
C -1.17 5.08 1.98 0.00
O 1.78 2.89 2.48 0.01
C 3.02 3.43 1.96 0.00
C 3.62 2.51 0.90 0.00
C 3.95 3.54 3.15 0.00
C 2.76 4.81 1.37 0.00
H 0.65 -0.65 5.04 0.00
H -0.64 0.43 4.51 0.00
H 1.03 1.02 4.57 0.00
H 0.59 -2.39 2.82 0.00
H 0.03 -2.60 0.76 0.00
H -1.31 -1.72 0.92 0.00
H 2.48 -1.38 3.47 0.00
H 2.73 0.31 2.98 0.00
H 2.38 -0.92 1.75 0.00
H -2.89 3.18 4.29 0.00
H -3.31 3.51 2.60 0.00
H -3.25 4.84 3.78 0.00
H -0.64 3.89 5.18 0.00
H -0.91 5.57 4.68 0.00
H 0.52 4.69 4.11 0.00
H -1.69 4.70 1.09 0.00
H -0.13 5.23 1.72 0.00
H -1.60 6.05 2.25 0.00
H 3.84 1.53 1.31 0.00
H 4.56 2.94 0.52 0.00
H 2.93 2.40 0.06 0.00
H 4.11 2.55 3.60 0.00
H 3.52 4.19 3.91 0.00
H 4.92 3.94 2.85 0.00
H 2.08 4.74 0.52 0.00
H 3.69 5.27 1.04 0.00
H 2.31 5.46 2.12 0.00
N -3.12 0.34 1.35 0.01
C -3.99 1.15 0.71 0.00
N -4.99 1.79 1.34 0.00
C -5.57 1.66 2.68 0.00
C -7.06 1.39 2.57 0.00
O -7.74 2.37 1.82 0.00
C -7.21 2.43 0.51 0.00
C -5.73 2.76 0.54 0.00
H -5.40 2.59 3.24 0.00
H -5.12 0.84 3.21 0.00
H -7.51 1.38 3.57 0.00
H -7.21 0.40 2.11 0.00
H -7.77 3.20 -0.02 0.00
H -7.36 1.47 0.00 0.00
H -5.60 3.76 0.98 0.00
H -5.30 2.75 -0.46 0.00
C -2.62 0.24 2.74 0.00
C -2.57 -1.17 3.29 0.00
C -3.74 -1.68 3.85 0.00
C -3.79 -2.93 4.42 0.00
C -2.65 -3.71 4.44 0.00
C -1.47 -3.25 3.88 0.00
C -0.27 -4.18 3.94 0.00
C -1.41 -1.97 3.29 0.00
N -0.32 -1.70 1.09 0.04
H -3.21 0.87 3.40 0.00
H -2.39 0.09 0.70 0.01
H -1.63 0.68 2.73 0.00
H -4.63 -1.07 3.85 0.00
H -4.71 -3.30 4.86 0.00
H -2.67 -4.69 4.90 0.00
H -0.54 -5.09 4.46 0.00
H 0.57 -3.73 4.47 0.00
H 0.07 -4.46 2.94 0.00
C 4.73 -0.66 -1.95 0.00
C 3.98 0.36 -2.49 0.00
C 2.64 0.47 -2.14 0.01
N 2.05 -0.39 -1.31 0.06
C 2.78 -1.38 -0.79 0.01
C 4.12 -1.55 -1.08 0.00
H 5.78 -0.77 -2.20 0.00
H 4.41 1.08 -3.18 0.00
H 2.03 1.27 -2.52 0.00
H 2.26 -2.05 -0.13 0.00
H 4.67 -2.37 -0.63 0.00
```

Calculated values
- LUMO level (alpha / beta) (Eh) = 0.014 / -0.004
- F_max (Eh/bohr) = 0.0070
- spin multiplicity = 6
- expectation value of S² = 8.77
- ΔE to the lowest compared entry with this formula, charge and spin (kcal/mol) = 22.4
- frontier orbital gap (alpha / beta) (eV) = 5.558 / 7.090